(1)
Here is a 2-piece molecular cluster, C14H38N5O3 overall from the Open Molecules 2025 dataset. Energies are from wB97M-V/def2-TZVPD.

```
60
Properties=species:S:1:pos:R:3:forces:R:3
C -0.711507 -2.302371 6.826081 0.2 0.1 0.0
O -1.705551 -3.183582 6.363635 -0.1 -0.1 0.1
C -2.583118 -2.642003 5.414071 0.1 0.1 0.0
C -2.142758 -2.902280 3.984719 0.0 -0.3 0.1
N -1.995606 -4.333929 3.729327 -0.2 0.2 -0.3
O -0.937658 -2.198857 3.787411 0.1 0.1 0.0
C -0.605985 -1.979393 2.442312 0.0 -0.1 0.0
C 0.662289 -1.163979 2.309460 0.1 0.0 -0.1
C 0.635765 0.322271 2.701211 0.2 0.0 0.0
N -0.064988 1.052601 1.621318 -0.1 0.1 0.2
N -0.013289 0.566552 3.975092 -0.1 -0.1 -0.2
N 2.028334 0.768017 2.781783 -0.2 0.1 -0.1
H 0.074403 -2.139938 6.084923 0.0 0.0 -0.1
H -1.133474 -1.327876 7.091081 -0.1 0.0 0.0
H -0.269024 -2.745879 7.714200 0.0 -0.1 0.1
H -3.557339 -3.109140 5.558284 0.0 -0.1 0.0
H -2.691440 -1.561876 5.557257 0.0 0.1 0.0
H -2.913132 -2.490607 3.316660 -0.1 0.0 0.0
H -1.036928 -4.560180 3.505047 0.1 -0.1 0.2
H -2.563416 -4.617881 2.942925 0.0 -0.1 0.0
H -0.429695 -2.940312 1.943578 0.0 0.0 -0.1
H -1.445039 -1.509356 1.907499 -0.1 0.1 0.1
H 1.481412 -1.645173 2.839671 -0.1 -0.1 0.2
H 0.921812 -1.184911 1.247018 0.2 0.0 0.0
H 0.031756 2.041768 1.833651 -0.1 0.1 0.0
H -1.061270 0.856077 1.684490 0.0 -0.1 0.0
H -0.559613 1.412805 3.969963 0.1 0.2 0.1
H 0.633728 0.572846 4.748764 0.0 -0.2 0.1
H 2.060900 1.688374 3.205504 0.0 0.0 0.0
H 2.435414 0.842331 1.857515 0.1 -0.1 0.0
C 2.898655 2.070135 -4.000352 0.0 0.1 0.1
C 1.936345 0.931760 -3.737939 0.1 -0.1 -0.1
N 0.828416 1.234001 -2.754983 0.0 0.0 0.1
C 1.438855 1.554484 -1.421326 0.0 0.1 -0.1
C 0.014467 -0.019882 -2.516211 -0.1 -0.1 -0.1
C -0.782486 -0.582547 -3.681354 -0.1 0.0 0.0
C -0.014343 2.431007 -3.120230 0.0 0.1 0.0
C -0.684179 2.485257 -4.478807 -0.1 0.0 -0.2
O 0.269641 2.471480 -5.510905 0.1 -0.1 0.0
C -0.157427 1.900320 -6.744615 0.0 0.0 0.0
H 3.468205 2.349996 -3.115378 0.0 0.0 0.0
H 3.616446 1.730174 -4.745340 0.0 0.0 0.0
H 2.405306 2.948875 -4.406989 0.0 0.0 0.0
H 2.467990 0.082376 -3.306793 0.0 0.0 0.0
H 1.469216 0.601619 -4.659050 0.0 0.1 0.0
H 2.072424 0.721937 -1.127776 0.0 0.0 0.0
H 0.643369 1.675885 -0.691478 0.0 -0.1 0.1
H 2.022535 2.465446 -1.498265 0.0 0.0 0.0
H -0.642953 0.206895 -1.677992 0.0 0.0 0.0
H 0.741890 -0.754916 -2.175317 0.0 0.0 0.0
H -1.741108 -0.085077 -3.802644 0.0 0.0 0.0
H -1.001767 -1.626062 -3.459157 0.0 0.0 0.0
H -0.246113 -0.562925 -4.627970 0.0 0.0 0.0
H 0.640866 3.293134 -3.014010 0.0 0.0 0.0
H -0.780986 2.492880 -2.347410 0.0 0.0 0.0
H -1.229641 3.437573 -4.489298 -0.1 0.0 0.0
H -1.424484 1.697159 -4.607354 0.0 0.0 0.0
H -1.242786 1.804787 -6.792154 0.0 0.0 0.0
H 0.295572 0.913574 -6.878652 0.0 0.0 0.0
H 0.173090 2.546535 -7.554700 0.0 0.0 0.0
```
Forces are in eV/Å.

Properties
Total energy   -1055.4336 Eh
HOMO   -0.395 Eh
Net charge   +1
Relative energy (zero: lowest compared OMol25 entry of this formula, charge and spin)   0.0 kcal per mole

=====

(2)
Here is C14H38O30P4V4 as an isolated structure in a non-equilibrium geometry from the Open Molecules 2025 dataset. Energies are from wB97M-V/def2-TZVPD.

```
90
Properties=species:S:1:pos:R:3:forces:R:3
O 1.199628 4.618727 -1.840280 -0.8 -0.7 0.5
V -0.006375 3.790866 -1.296438 1.9 -0.8 0.1
O 0.543448 2.374149 -0.867780 -0.3 0.8 -0.2
O -3.733652 3.261970 1.948291 0.0 -0.4 -0.4
V -2.777015 2.066385 1.735895 0.6 -0.6 0.3
O -3.623299 0.849163 1.136231 1.0 1.6 0.7
O 0.897073 -2.558215 4.484050 1.8 -0.3 -2.9
V 1.753361 -2.705068 3.094264 -2.9 1.1 2.0
O 1.421888 -4.166608 2.650363 0.5 0.6 -0.1
O -5.285394 -1.446642 2.155392 3.3 -1.1 0.9
V -3.801899 -2.130104 2.149633 -2.8 -1.8 -3.2
O -4.029976 -3.706605 2.346123 0.6 3.0 0.0
O -0.495792 5.173481 2.880120 0.2 -0.1 -0.8
C -0.460203 4.238806 1.949165 0.4 -0.6 -0.4
O -0.926439 3.087373 2.249486 -1.2 -0.4 -0.9
O 0.110957 4.524839 0.848890 -1.2 -0.2 -1.1
H -0.109071 5.949520 2.425988 -0.1 0.0 0.6
O -0.858154 0.364926 1.350796 0.5 0.8 0.0
C -0.669769 -0.958237 1.570561 -0.4 -2.9 1.4
O 0.485010 -1.363497 1.803050 0.8 0.5 0.0
O -1.673257 -1.725609 1.596179 -1.1 1.1 0.5
H 0.037432 0.754265 1.434323 -0.3 0.1 -0.1
C 1.261063 2.243041 -5.812270 -0.1 0.8 -1.4
O 0.377988 1.269064 -5.244388 -0.6 -0.1 1.6
P -0.872880 1.789707 -4.406411 -0.1 -1.8 -2.2
O -0.487054 2.836220 -3.433502 -0.5 1.1 1.8
O -1.883306 2.225203 -5.590147 0.5 -0.2 2.1
C -2.476359 3.522219 -5.523193 0.0 1.8 0.7
O -1.520597 0.456783 -3.806974 -0.3 1.5 -0.5
C -1.405830 0.056901 -2.444648 1.5 -1.1 0.4
H 1.336797 3.179180 -5.258469 -0.1 -0.2 0.4
H 0.843270 2.480027 -6.794744 0.2 0.1 0.0
H 2.262349 1.856060 -5.982362 -0.2 -0.5 0.4
H -2.033395 4.111128 -6.322834 -0.5 0.0 -0.2
H -2.255150 4.088899 -4.607908 0.7 -0.5 0.0
H -3.562650 3.588646 -5.450005 -0.1 -0.9 -1.0
H -1.151783 0.859873 -1.753984 -0.2 0.2 -0.2
H -0.570570 -0.651593 -2.431061 0.1 0.1 0.3
H -2.243963 -0.530806 -2.072595 -0.3 0.4 -0.5
C 1.726400 -3.833203 -0.738461 -0.2 -0.4 -0.4
O 3.028574 -3.284666 -1.025827 0.8 0.6 0.9
P 3.692496 -2.280615 0.010259 1.2 -0.3 -1.0
O 3.302801 -2.459711 1.422773 -0.7 0.4 0.7
O 5.252776 -2.436928 -0.237520 -0.9 -0.6 -0.5
C 6.194979 -1.596571 0.445846 0.5 -0.4 0.2
O 3.394224 -0.826828 -0.539377 -0.7 0.3 0.4
C 3.731412 -0.495241 -1.893914 0.8 -0.1 -0.4
H 1.793039 -4.916527 -0.650423 0.3 0.1 0.2
H 1.118225 -3.639551 -1.619001 -0.2 0.2 0.1
H 1.298081 -3.418472 0.169114 -0.1 0.0 -0.1
H 7.206145 -1.948933 0.244058 -0.2 -0.4 -0.2
H 6.026774 -1.740379 1.511683 0.0 0.7 0.1
H 6.194428 -0.577264 0.060319 -0.5 0.1 0.3
H 4.735651 -0.863813 -2.110947 -0.1 -0.1 -0.1
H 3.785748 0.583840 -2.017286 -0.4 0.0 0.3
H 3.040560 -0.926222 -2.613747 -0.2 -0.1 0.2
C 4.495607 1.719226 6.207667 0.7 0.9 1.1
O 4.033076 0.512690 5.599592 -0.4 -0.6 -0.9
P 3.264048 0.568256 4.227414 -0.5 1.6 0.7
O 2.638000 -0.691749 3.802573 0.4 -0.5 -0.3
O 2.175237 1.750986 4.454572 0.6 -0.5 -0.8
C 0.827862 1.485232 4.755202 -1.4 -1.1 0.7
O 4.244336 1.258942 3.186947 -0.4 -0.9 0.8
C 3.779384 1.509600 1.867992 0.0 0.7 -1.2
H 4.212472 1.830303 7.258080 -0.7 -0.7 -0.2
H 4.109447 2.605826 5.711538 0.3 0.0 -0.3
H 5.581812 1.684184 6.297094 0.0 0.1 -0.7
H 0.678151 1.126780 5.777756 0.4 0.3 0.1
H 0.385636 0.666478 4.172983 0.4 0.0 -0.4
H 0.174681 2.343684 4.621625 0.6 0.4 -0.1
H 2.693875 1.548905 1.749554 -0.1 0.1 0.5
H 4.102773 0.789777 1.114765 0.3 -0.3 0.5
H 4.189006 2.478665 1.585619 -0.1 0.0 0.0
C -4.930689 -0.574232 -2.580486 -0.7 -0.7 0.6
O -4.729530 -2.018004 -2.526118 1.0 0.5 0.4
P -4.565699 -2.797356 -1.158068 -1.2 -2.1 -0.4
O -3.884427 -2.080039 -0.042164 0.5 0.7 0.9
O -3.778011 -4.108410 -1.600463 -1.3 1.3 0.1
C -2.437356 -4.399008 -1.176556 -0.4 -0.3 1.3
O -6.031028 -3.277758 -0.754928 1.4 -0.4 -0.2
C -7.065474 -2.357998 -0.322853 0.8 0.7 -0.4
H -4.940233 -0.262414 -3.618488 0.1 -0.2 -0.1
H -4.162290 -0.054309 -2.011477 -0.1 0.0 0.0
H -5.910222 -0.438519 -2.128531 0.0 0.7 -0.2
H -2.083132 -3.610777 -0.508795 0.4 0.2 -0.5
H -1.836740 -4.621788 -2.050528 0.1 0.2 0.0
H -2.507685 -5.262660 -0.512947 0.1 -0.2 -0.4
H -6.634452 -1.356350 -0.374572 -0.4 0.2 0.1
H -7.337594 -2.532508 0.713042 0.0 -0.4 -0.1
H -7.889579 -2.448975 -1.023432 -0.1 -0.1 0.2
```
Forces are in eV/Å.

Properties
Total energy   -7954.7998 Eh
HOMO   -0.543 Eh
Net charge   +2

=====

(3)
Here is C14H39CrN3O8P as an isolated structure in a non-equilibrium geometry from the Open Molecules 2025 dataset. Energies are from wB97M-V/def2-TZVPD.

```
66
Properties=species:S:1:pos:R:3:forces:R:3
Cr 0.109637 1.067294 -0.734004 -0.8 -0.5 -0.4
P -0.988862 3.108820 -1.218171 0.3 -2.7 -0.6
O -1.350504 2.455450 0.198926 0.6 1.1 0.8
O -1.265012 1.744561 -2.052269 0.5 -0.1 0.0
O 0.588219 3.096564 -1.290861 0.0 0.2 0.7
O -1.701821 4.296870 -1.669263 -0.8 1.6 -0.1
C 0.422870 5.314626 3.256301 0.0 0.4 0.0
C -0.531885 4.345189 2.618006 0.4 -0.5 -0.7
O 0.221211 3.275159 2.067857 -0.1 -0.3 0.4
H 1.116901 4.792210 3.916936 0.0 0.0 0.1
H -0.123006 6.081337 3.815184 0.1 0.0 0.1
H 0.996704 5.818040 2.477390 0.1 0.0 0.0
H -1.056205 4.821812 1.784470 -0.3 0.1 0.2
H -1.255038 3.959761 3.350036 -0.1 0.1 0.0
H -0.365557 2.882750 1.321580 -0.3 0.2 -0.2
C 1.451913 -2.293827 -2.687017 0.4 -0.5 -0.5
C 1.323322 -0.949868 -3.341836 0.1 1.3 -0.5
C 0.045416 -0.745281 -4.147916 -0.4 0.0 0.7
O -0.193746 -1.777882 -5.073809 0.4 -0.5 -0.6
C 0.860561 -2.006891 -5.995602 -0.4 0.2 -0.3
N 1.414862 0.161296 -2.346315 1.2 -0.4 -0.8
H 1.155340 -3.078447 -3.390014 -0.2 0.1 0.1
H 0.843828 -2.372814 -1.795162 -0.1 0.0 0.2
H 2.505999 -2.501920 -2.478014 -0.1 0.1 0.4
H 2.138173 -0.816826 -4.074459 0.1 -0.3 0.2
H 0.055414 0.233212 -4.641419 0.1 0.0 0.0
H -0.805931 -0.741992 -3.465597 0.0 0.1 -0.1
H 1.661130 -2.641182 -5.595194 0.0 0.1 0.1
H 1.294251 -1.065492 -6.364112 0.0 -0.1 0.2
H 0.429028 -2.515722 -6.862155 0.0 0.0 0.2
H 1.510005 1.040100 -2.871564 -0.5 -0.1 0.3
H 2.337313 0.065251 -1.911995 -0.2 0.0 0.0
C 3.648428 0.693564 2.285807 0.7 -0.3 -0.5
C 2.260111 0.238539 1.892027 -0.3 1.0 -1.5
C 1.348294 0.408152 3.047494 -0.3 -1.0 1.1
O 0.041586 0.066344 2.647664 0.1 0.0 0.5
C -0.960372 0.460416 3.562149 -0.1 0.2 0.2
N 1.721691 1.089751 0.748330 1.4 0.9 1.1
H 4.358400 0.478656 1.476829 -0.1 0.0 0.1
H 4.039081 0.175909 3.165904 -0.2 0.1 0.1
H 3.680241 1.771881 2.448075 -0.1 0.0 0.1
H 2.244404 -0.802097 1.562179 0.1 -0.1 0.0
H 1.423063 1.409868 3.484425 -0.3 0.1 -0.3
H 1.677244 -0.322820 3.820554 -0.1 0.3 0.0
H -0.599705 0.403923 4.599007 0.0 0.0 -0.1
H -1.798255 -0.230039 3.477204 -0.1 0.0 -0.2
H -1.283775 1.478246 3.327061 0.0 -0.1 0.1
H 1.493984 1.999027 1.206452 -0.5 -0.4 -0.2
H 2.537019 1.445047 0.229911 -0.2 -0.5 -0.2
C -2.368381 -1.902157 -1.373514 -0.3 0.4 0.6
C -2.057199 -1.601266 0.097424 0.3 -0.5 -0.7
C -2.063073 -2.877456 0.945924 -0.7 0.0 0.1
O -3.422450 -3.297850 1.167466 0.5 0.4 -0.3
C -3.514866 -4.646469 1.533027 0.2 0.1 0.3
N -0.735216 -0.942072 0.152298 0.2 -0.7 1.0
H -2.222284 -0.961901 -1.909618 -0.1 -0.1 -0.2
H -3.411261 -2.208012 -1.457354 0.0 -0.1 -0.2
H -1.724570 -2.688992 -1.771073 0.1 0.0 -0.1
H -2.851863 -0.942096 0.442955 0.3 0.3 0.3
H -1.577581 -2.710914 1.922475 0.0 0.0 -0.1
H -1.529085 -3.682779 0.410915 0.1 0.2 0.1
H -3.160564 -5.297693 0.724611 0.0 -0.1 0.0
H -4.557296 -4.858078 1.756536 -0.1 -0.1 -0.1
H -2.920340 -4.845079 2.438711 0.0 -0.1 -0.1
H -0.033865 -1.676802 0.010036 -0.2 0.1 -0.3
H -0.526094 -0.676893 1.128153 -0.3 0.2 -0.5
```
Forces are in eV/Å.

Properties
Total energy   -2708.9859 Eh
HOMO (alpha / beta)   -0.076 / -0.136 Eh
Net charge   -1
Relative energy (zero: lowest compared OMol25 entry of this formula, charge and spin)   24.4 kcal per mole
<S²>   6.015
Spin multiplicity   5